{"formula": "C10H16", "method": "ωB97M-V with the def2-TZVPD basis set", "species": ["C", "C", "H", "H", "H", "H", "H", "H", "C", "C", "C", "C", "C", "C", "C", "C", "H", "H", "H", "H", "H", "H", "H", "H", "H", "H"], "positions_angstrom": [[-3.328, -1.463, 0.762], [-2.647, -0.113, 0.507], [-3.032, -2.228, 0.054], [-3.330, -1.681, 1.859], [-4.367, -1.421, 0.516], [-3.246, 0.767, 0.144], [-1.755, -0.349, -0.212], [-2.085, 0.484, 1.193], [1.567, -0.963, 0.978], [0.806, -0.256, 2.075], [1.552, -0.044, -0.224], [1.763, 1.366, -0.085], [1.261, -0.521, -1.459], [1.689, 2.208, -1.222], [1.209, 0.368, -2.555], [1.205, 1.712, -2.444], [2.606, -1.326, 1.168], [1.020, -1.718, 0.670], [0.068, -1.090, 2.356], [2.106, 1.708, 0.946], [1.460, -1.569, -1.653], [1.563, 3.286, -1.120], [1.320, -0.055, -3.598], [1.089, 2.443, -3.380], [0.350, 0.579, 1.641], [1.156, -0.123, 3.083]], "forces_ev_per_a": [[-0.519, 1.078, 1.370], [1.838, 0.636, -2.811], [0.863, -0.312, 0.581], [0.402, -0.586, -1.031], [-0.982, 0.502, -0.010], [-0.038, -1.408, -0.558], [-1.770, 0.824, 0.558], [0.219, -0.720, 1.880], [3.706, 3.835, 0.302], [-1.365, -3.765, 1.669], [0.432, 1.988, 0.985], [0.875, -0.332, -0.005], [1.389, 0.380, -1.921], [-2.416, 0.238, 1.294], [-0.059, -2.725, -2.185], [1.316, 2.540, -1.036], [-0.708, 0.390, 0.216], [-2.358, -4.129, -1.208], [-0.012, 1.601, -0.442], [-0.629, -0.045, -1.630], [-0.718, -0.163, -0.051], [0.920, -0.076, 0.352], [-0.828, 0.233, 1.251], [0.252, -1.853, 2.241], [-1.032, 1.154, 0.147], [1.221, 0.713, 0.041]], "nbo_charge": [-0.63, -0.65, 0.22, 0.21, 0.21, 0.21, 0.21, 0.22, -0.42, -0.63, 0.02, -0.23, -0.24, -0.21, -0.20, -0.23, 0.22, 0.20, 0.21, 0.22, 0.21, 0.21, 0.21, 0.22, 0.22, 0.22], "total_energy_ev": -10626.820, "e_homo_ev": -9.0, "mol_weight_g_mol": 136.24, "charge": 0, "gap_ev": 9.98}

{"formula": "C47H51ClIrN7O6S2", "method": "ωB97M-V with the def2-TZVPD basis set", "species": ["Ir", "C", "C", "C", "C", "C", "C", "C", "C", "C", "C", "C", "C", "N", "C", "O", "C", "C", "C", "C", "C", "N", "C", "O", "N", "C", "C", "C", "C", "C", "C", "C", "C", "C", "C", "C", "C", "H", "H", "H", "H", "H", "H", "H", "H", "H", "H", "H", "H", "H", "H", "H", "H", "H", "H", "H", "H", "H", "H", "H", "H", "H", "H", "H", "H", "H", "H", "H", "H", "H", "H", "H", "H", "H", "O", "C", "O", "C", "C", "C", "C", "C", "N", "H", "H", "H", "H", "Cl", "C", "H", "H", "N", "C", "C", "C", "C", "C", "C", "S", "O", "O", "N", "C", "S", "C", "C", "N", "H", "H", "H", "H", "H", "H", "H", "H"], "positions_angstrom": [[-0.188, 0.663, -1.118], [4.152, 0.822, 1.541], [3.601, -0.573, 1.286], [4.752, -1.505, 0.834], [2.930, -1.097, 2.552], [3.567, -2.002, 3.366], [2.998, -2.433, 4.565], [1.763, -1.933, 4.989], [1.069, -1.013, 4.231], [-0.310, -0.581, 4.678], [-0.254, 0.425, 5.836], [-1.199, -1.790, 4.977], [1.673, -0.555, 2.989], [1.141, 0.398, 2.225], [0.401, 1.448, 2.687], [0.828, 2.249, 3.524], [-0.963, 1.731, 2.012], [-1.736, 2.683, 2.653], [-3.002, 2.949, 2.180], [-3.419, 2.252, 1.051], [-2.579, 1.315, 0.465], [-1.326, 1.097, 0.914], [-3.150, 0.388, -0.620], [-4.237, 0.680, -1.102], [-2.421, -0.711, -0.745], [-3.074, -1.912, -1.133], [-2.693, -2.651, -2.264], [-3.339, -3.842, -2.553], [-4.289, -4.399, -1.721], [-4.631, -3.697, -0.551], [-4.048, -2.458, -0.268], [-4.417, -1.742, 1.004], [-5.871, -1.288, 0.947], [-4.146, -2.617, 2.225], [-1.619, -2.173, -3.202], [-0.622, -3.296, -3.520], [-2.165, -1.585, -4.520], [4.530, 1.241, 0.590], [3.376, 1.524, 1.872], [4.936, 0.791, 2.307], [2.836, -0.541, 0.522], [5.546, -1.507, 1.602], [5.160, -1.113, -0.092], [4.394, -2.515, 0.672], [4.525, -2.411, 3.062], [3.545, -3.162, 5.183], [1.347, -2.308, 5.907], [-0.796, -0.113, 3.826], [0.158, -0.038, 6.715], [-1.253, 0.814, 6.057], [0.378, 1.294, 5.559], [-0.914, -2.304, 5.897], [-1.200, -2.532, 4.168], [-2.246, -1.463, 5.080], [-1.338, 3.179, 3.535], [-3.690, 3.635, 2.687], [-4.384, 2.396, 0.597], [-3.039, -4.382, -3.434], [-4.700, -5.378, -1.935], [-5.357, -4.137, 0.103], [-3.795, -0.861, 1.156], [-6.581, -2.128, 0.939], [-6.074, -0.732, 0.031], [-6.115, -0.603, 1.780], [-4.771, -3.518, 2.227], [-4.316, -2.105, 3.173], [-3.106, -2.966, 2.299], [-1.100, -1.416, -2.632], [-1.040, -3.967, -4.288], [-0.350, -3.873, -2.629], [0.289, -2.905, -3.973], [-2.642, -2.361, -5.118], [-1.341, -1.154, -5.125], [-2.920, -0.811, -4.312], [3.009, 3.294, -0.229], [1.900, 2.794, -0.431], [1.611, 1.535, -0.417], [0.763, 3.724, -0.789], [1.048, 5.061, -1.064], [0.028, 5.891, -1.420], [-1.261, 5.353, -1.482], [-1.452, 4.010, -1.224], [-0.458, 3.204, -0.895], [2.091, 5.344, -0.967], [0.189, 6.935, -1.675], [-2.106, 5.963, -1.786], [-2.426, 3.536, -1.306], [-0.583, 2.524, -3.854], [-1.115, 1.093, -3.028], [-0.775, 0.246, -3.604], [-2.201, 1.087, -2.927], [5.080, 4.662, -2.890], [4.505, 3.409, -3.105], [5.041, 2.277, -2.489], [4.463, 1.025, -2.692], [3.373, 0.866, -3.543], [2.870, 1.993, -4.191], [3.441, 3.250, -4.003], [2.550, -0.725, -3.775], [3.522, -1.781, -3.673], [1.770, -0.579, -4.984], [1.513, -0.792, -2.526], [1.449, -1.650, -1.519], [2.116, -3.232, -1.357], [1.185, -3.452, 0.116], [0.445, -2.344, 0.388], [0.597, -1.329, -0.534], [5.487, 4.736, -1.987], [4.419, 5.417, -3.034], [5.857, 2.342, -1.783], [4.908, 0.175, -2.201], [2.034, 1.902, -4.864], [3.010, 4.104, -4.514], [1.221, -4.397, 0.623], [-0.247, -2.289, 1.213]], "forces_ev_per_a": [[0.139, -0.465, -0.235], [-0.161, 0.687, -0.422], [0.279, -0.842, 0.694], [-0.381, 0.689, 0.514], [0.190, 0.107, -0.274], [0.069, -0.488, 0.265], [0.265, -0.060, 0.232], [0.405, -0.127, -0.406], [0.268, -0.028, -0.217], [-0.004, -0.093, -0.301], [0.074, 0.683, -0.748], [-0.544, -0.116, 0.080], [-0.191, 0.364, 0.268], [-0.378, -0.016, 0.512], [0.072, 0.803, -0.191], [-0.400, -0.877, -0.702], [1.615, 0.340, 0.597], [-0.208, 0.283, 0.743], [-0.401, -0.077, -0.292], [0.055, -0.105, 0.032], [0.062, 0.140, -0.118], [-0.946, -0.187, -0.048], [0.542, -0.284, 0.548], [-0.768, 0.332, -0.313], [0.031, -0.223, -0.074], [0.303, 0.168, -0.165], [-0.474, 0.238, -0.181], [-0.004, -0.334, 0.176], [-0.005, 0.568, 0.769], [0.566, 0.098, -1.075], [0.179, -0.298, -0.098], [-0.179, -0.096, 0.525], [-0.585, 0.435, 0.086], [0.189, -0.640, 0.458], [0.202, -0.334, -0.229], [-0.041, -0.134, -0.359], [0.155, 0.415, 0.318], [0.017, -0.163, 0.518], [0.162, -0.247, -0.050], [0.032, -0.002, -0.174], [-0.173, 0.233, -0.301], [-0.143, -0.028, -0.442], [0.135, -0.054, -0.140], [0.027, -0.244, -0.082], [-0.181, 0.050, 0.129], [-0.374, 0.375, -0.303], [-0.187, -0.024, 0.244], [-0.024, 0.255, -0.103], [0.149, -0.230, 0.489], [0.050, -0.171, 0.059], [-0.319, -0.573, 0.183], [0.009, 0.030, 0.024], [0.191, 0.224, 0.089], [0.324, -0.044, 0.113], [-0.028, -0.235, -0.224], [0.437, -0.127, -0.240], [-0.211, -0.071, -0.014], [0.063, -0.143, -0.262], [-0.151, 0.089, 0.001], [-0.272, -0.024, 0.422], [-0.043, -0.066, -0.269], [0.244, 0.051, 0.248], [0.239, 0.043, -0.029], [0.036, -0.405, -0.132], [0.011, 0.108, -0.007], [-0.296, 0.263, -0.029], [-0.125, 0.117, -0.394], [0.260, 0.249, -0.150], [0.008, -0.023, 0.366], [-0.134, 0.073, -0.207], [0.046, 0.187, 0.096], [-0.061, -0.156, 0.009], [-0.400, -0.176, 0.301], [0.282, -0.172, -0.150], [-0.772, -0.484, -0.011], [0.695, -0.009, -0.231], [0.465, 0.533, 0.261], [-0.196, 0.102, -0.194], [0.819, -0.736, 0.425], [-1.055, 0.306, -0.286], [-0.011, 0.373, -0.203], [-0.489, 0.043, -0.097], [0.876, -0.017, 0.470], [-0.192, 0.151, -0.063], [0.045, -0.130, 0.094], [0.091, -0.059, 0.095], [-0.001, 0.165, -0.054], [0.271, 0.859, -0.655], [-0.287, -0.825, 0.908], [-0.002, -0.017, -0.267], [0.093, 0.124, -0.142], [-0.510, 0.246, -0.570], [-0.038, -0.298, -0.405], [-0.620, -0.620, -0.060], [0.211, 0.273, -0.151], [-0.228, -0.061, -0.007], [0.230, 0.177, -0.063], [-0.016, -0.549, 0.471], [-0.729, 0.850, 0.643], [0.344, -0.279, -0.024], [0.305, -0.174, 0.351], [0.313, 0.654, -0.622], [-0.439, 0.317, -0.220], [0.108, -0.161, 0.545], [-0.001, 0.569, -0.385], [0.433, -0.731, -0.677], [0.323, -0.270, 0.172], [0.345, 0.095, 0.715], [0.162, -0.097, -0.003], [0.101, 0.214, -0.032], [-0.094, -0.232, 0.093], [-0.115, -0.150, -0.036], [0.081, 0.034, 0.032], [-0.025, -0.058, 0.252], [-0.078, 0.379, -0.032]], "mulliken_spin": [2.16, 0.03, 0.02, 0.00, 0.11, -0.12, 0.22, -0.11, 0.11, 0.02, 0.02, 0.03, 0.20, 0.44, -0.04, 0.06, 0.01, -0.01, 0.00, 0.01, 0.11, 0.22, -0.04, 0.01, 0.19, 0.05, -0.05, 0.00, 0.00, 0.00, 0.04, 0.00, 0.00, 0.00, 0.02, 0.01, 0.00, 0.00, 0.00, -0.01, 0.02, 0.00, 0.00, 0.00, 0.00, 0.01, 0.01, 0.00, 0.00, 0.00, 0.00, 0.00, -0.01, 0.00, 0.00, 0.00, 0.00, 0.00, 0.00, 0.00, 0.00, 0.00, 0.00, 0.00, 0.00, 0.00, 0.00, 0.17, 0.00, 0.00, 0.00, 0.00, 0.00, 0.00, 0.03, -0.01, 0.11, 0.00, 0.00, 0.00, 0.01, 0.03, 0.08, 0.00, 0.00, 0.00, 0.00, 0.04, 0.46, -0.08, 0.00, 0.00, 0.00, 0.00, 0.00, 0.00, 0.00, 0.00, 0.00, 0.01, 0.00, 0.18, 0.01, 0.01, -0.02, 0.06, 0.15, 0.00, 0.00, 0.00, 0.00, 0.00, 0.00, 0.00, 0.01], "total_energy_ev": -109314.227, "e_homo_ev": [-4.8, -5.1], "multiplicity": 6, "mol_weight_g_mol": 1101.77, "charge": -1, "gap_ev": [6.90, 5.36]}

{"formula": "C4H5N7O2", "method": "ωB97M-V with the def2-TZVPD basis set", "species": ["C", "C", "C", "C", "N", "N", "N", "N", "N", "N", "N", "O", "O", "H", "H", "H", "H", "H"], "positions_angstrom": [[-2.830, -0.506, -0.127], [-0.509, 0.893, 0.076], [1.780, 1.112, -0.226], [-1.674, -1.316, 0.338], [-2.827, 0.749, -0.196], [0.577, 1.657, -0.057], [2.917, 1.677, -0.139], [-1.774, 1.553, 0.064], [-0.465, -0.359, 0.366], [1.839, -0.193, -0.597], [2.483, -1.122, 0.071], [3.595, -0.917, 0.566], [1.923, -2.205, 0.129], [-3.671, -1.075, -0.533], [-1.803, -1.777, 1.345], [-1.564, -2.088, -0.473], [3.848, 1.340, -0.395], [-1.845, 2.580, -0.212]], "forces_ev_per_a": [[0.335, -0.484, 0.388], [-1.777, 1.405, 0.566], [1.998, -0.592, 0.593], [1.128, 1.539, -0.535], [-1.849, 1.448, -1.086], [-0.698, 1.605, 0.316], [-0.141, 2.673, 0.144], [1.633, 0.323, -0.105], [0.125, -3.162, -0.248], [-1.222, -1.456, -2.323], [1.633, -2.210, 2.049], [-0.816, 0.452, -0.570], [-0.070, 0.411, -0.309], [-0.217, 0.560, 0.324], [0.244, 0.257, -0.800], [0.730, 0.359, 1.125], [-1.064, -0.804, 0.153], [0.027, -2.325, 0.317]], "nbo_charge": [0.03, 0.47, 0.44, -0.31, -0.22, -0.34, -0.52, -0.44, -0.31, -0.11, 0.58, -0.40, -0.35, 0.19, 0.24, 0.24, 0.40, 0.42], "total_energy_ev": -18745.173, "e_homo_ev": [-9.0, -9.5], "mol_weight_g_mol": 183.13, "charge": 0, "gap_ev": [5.72, 7.09]}